No. 1
The following is a quantum chemistry calculation of C12H23MnN2O2P2S as an isolated structure, from OMol25.

Structure (XYZ):
```
43
Properties=species:S:1:pos:R:3:lowdin_spin:R:1
Mn -0.19 0.41 -0.02 4.461
P 2.05 -0.43 0.14 0.040
C 2.22 -0.53 -1.68 0.013
C 1.03 -1.19 -2.27 0.012
N -0.16 -0.80 -1.75 0.052
C -1.33 -1.25 -2.26 0.012
C -1.31 -2.22 -3.26 0.000
C -0.09 -2.66 -3.78 0.008
C 1.10 -2.11 -3.30 0.000
C -2.60 -0.67 -1.70 0.004
P -2.34 0.94 -0.84 0.042
H 2.09 -2.38 -3.67 0.000
H -2.26 -2.58 -3.63 0.000
H -0.05 -3.43 -4.56 0.000
H -3.33 -0.51 -2.51 0.000
H -3.06 -1.35 -0.96 0.000
H 2.26 0.66 -2.07 0.002
H 3.17 -1.00 -1.96 0.001
H 1.64 2.53 -1.85 0.002
O 2.35 2.02 -2.44 0.004
H 2.02 2.09 -3.36 0.000
H 0.23 2.24 -0.45 0.042
O 0.53 3.07 -0.99 0.076
H 0.41 3.80 -0.34 0.002
C -2.67 2.17 -2.15 0.015
H -3.74 2.18 -2.40 0.002
H -2.38 3.17 -1.79 0.001
H -2.08 1.94 -3.05 0.000
C -3.65 1.08 0.40 0.004
H -3.41 1.93 1.05 0.000
H -4.63 1.24 -0.08 0.000
H -3.67 0.17 1.01 0.000
C 2.06 -2.14 0.74 0.001
H 3.08 -2.55 0.74 0.000
H 1.67 -2.13 1.77 0.000
H 1.40 -2.78 0.13 0.000
C 3.60 0.30 0.71 0.013
H 3.46 0.56 1.77 0.001
H 4.43 -0.42 0.63 0.002
H 3.84 1.22 0.15 0.000
S -0.44 -0.63 4.47 0.080
C -0.56 -0.16 2.97 0.051
N -0.66 0.20 1.83 0.056
```

Values from the calculation:
E_tot: -2962.74940 Ha
Net charge: +1
Energy above the lowest of the compared OMol25 structures with the same formula, charge and spin: 0.0 kcal/mol
Multiplicity: 6
Frontier orbital gap (alpha / beta): 7.420 / 7.468 eV

No. 2
The following is a quantum chemistry calculation of C12H23N2O2P2STi as an isolated structure, from OMol25.

Structure (XYZ):
```
43
Properties=species:S:1:pos:R:3:lowdin_charge:R:1
Ti 1.08 -0.32 0.30 0.971
P -2.95 -0.50 -0.38 0.719
C -1.82 -0.49 -1.91 -0.155
C -0.76 0.61 -2.04 -0.229
N 0.48 0.51 -1.48 -0.017
C 1.51 1.27 -1.95 -0.298
C 1.26 2.31 -2.82 0.041
C -0.05 2.57 -3.24 0.070
C -1.05 1.70 -2.84 0.040
C 2.95 1.00 -1.53 -0.224
P 3.24 -0.49 -0.46 0.814
H -2.08 1.83 -3.18 0.155
H 2.09 2.93 -3.14 0.155
H -0.27 3.42 -3.88 0.158
H 3.57 0.81 -2.43 0.139
H 3.36 1.90 -1.04 0.131
H -1.34 -1.40 -1.87 0.059
H -2.43 -0.44 -2.85 0.129
H -1.53 -4.13 -5.38 -0.020
O -2.31 -4.32 -5.83 -0.027
H -2.85 -3.51 -5.75 0.047
H -3.72 -1.64 0.17 0.119
O -1.60 -1.13 0.33 -0.374
H -1.55 -1.72 1.10 0.089
C 3.85 -1.76 -1.61 -0.175
H 4.79 -1.46 -2.10 0.102
H 4.00 -2.70 -1.05 0.084
H 3.08 -1.96 -2.38 0.078
C 4.62 -0.07 0.65 -0.187
H 4.83 -0.96 1.27 0.089
H 5.51 0.22 0.07 0.101
H 4.30 0.75 1.32 0.045
C -2.83 1.09 0.59 -0.142
H -3.79 1.62 0.74 0.080
H -2.40 0.78 1.56 0.037
H -2.10 1.79 0.14 0.054
C -4.50 0.01 -1.30 -0.240
H -5.30 0.18 -0.57 0.061
H -4.43 0.93 -1.90 0.054
H -4.85 -0.78 -1.97 0.057
S 1.51 1.32 1.76 0.832
C 0.55 0.39 2.82 -0.666
N -0.10 -0.15 3.65 0.243
```

Values from the calculation:
E_tot: -2660.20846 Ha
Net charge: +3
Energy above the lowest of the compared OMol25 structures with the same formula, charge and spin: 87.2 kcal/mol
Frontier orbital gap (alpha / beta): 3.083 / 3.084 eV

No. 3
The following is a quantum chemistry calculation of C12H23N5O6SSr as an isolated structure, from OMol25.

Structure (XYZ):
```
48
Properties=species:S:1:pos:R:3:lowdin_charge:R:1
O 2.52 1.81 -0.68 -0.154
H 2.86 1.35 -1.48 0.045
Sr 0.21 1.10 0.20 1.479
N 1.51 0.94 2.50 -0.117
N 1.59 -1.04 0.97 -0.142
N -2.21 1.62 -0.79 -0.195
N -1.34 -0.78 -0.67 -0.129
O 1.36 2.18 2.22 -0.193
O -2.60 2.85 -0.64 -0.226
O -0.98 -2.08 -0.39 -0.127
O 1.47 -2.16 0.30 -0.115
C 2.78 -0.79 1.56 -0.277
C 2.79 0.46 2.25 -0.259
C -3.10 0.68 -1.21 -0.306
C -2.59 -0.67 -1.15 -0.278
C 3.99 1.31 2.43 -0.024
H 4.17 1.89 1.52 0.088
H 4.89 0.71 2.63 0.076
H 3.83 2.00 3.26 0.091
C 4.01 -1.60 1.32 -0.021
H 4.26 -1.63 0.25 0.092
H 3.91 -2.63 1.69 0.093
H 4.86 -1.13 1.84 0.067
C -4.53 0.97 -1.53 -0.053
C -3.45 -1.83 -1.58 -0.021
H -4.66 2.04 -1.69 0.067
H -5.19 0.66 -0.69 0.088
H -4.88 0.45 -2.43 0.074
H -2.91 -2.76 -1.43 0.070
H -3.73 -1.73 -2.64 0.089
H -4.41 -1.84 -1.02 0.092
H -0.97 3.42 -0.74 0.009
H 0.02 -2.01 -0.10 0.014
C 1.35 0.30 -2.72 0.059
H 2.01 0.88 -3.37 0.014
H 0.27 0.34 -2.93 0.016
H 1.71 -0.70 -2.44 0.021
O 0.02 3.34 -0.81 -0.215
H 2.67 2.77 -0.75 0.082
H 0.23 3.61 -1.72 0.063
S -1.78 -1.72 4.01 0.993
C -2.77 -0.26 4.03 -0.365
C -2.45 0.52 2.93 -0.209
N -1.44 0.00 2.14 -0.091
C -1.00 -1.17 2.56 -0.478
H -3.50 -0.03 4.78 0.054
H -2.90 1.47 2.66 0.110
H -0.22 -1.75 2.10 0.048
```

Values from the calculation:
E_tot: -1624.93670 Ha
Net charge: 0
Energy above the lowest of the compared OMol25 structures with the same formula, charge and spin: 0.0 kcal/mol
Frontier orbital gap (alpha / beta): 5.434 / 5.219 eV

No. 4
The following is a quantum chemistry calculation of C12H23NO6SV as an isolated structure, from OMol25.

Structure (XYZ):
```
44
Properties=species:S:1:pos:R:3:lowdin_charge:R:1
V 0.56 -0.48 0.04 1.164
O -0.40 1.12 -0.47 -0.099
C -0.24 1.63 -1.86 -0.048
C 1.23 1.52 -2.17 -0.087
N 1.70 0.13 -1.87 -0.190
C 1.34 -0.84 -2.92 -0.015
C 1.04 -2.15 -2.23 -0.306
O 1.32 -3.26 -2.35 0.327
O 0.18 -1.73 -1.03 -0.129
C 3.16 0.10 -1.61 -0.008
C 3.47 0.00 -0.13 -0.279
O 4.42 0.03 0.52 0.334
O 2.11 -0.21 0.61 -0.139
H -1.06 1.61 0.06 0.180
H -0.57 2.67 -1.87 0.167
H -0.90 1.02 -2.48 0.148
H 1.78 2.21 -1.53 0.159
H 1.42 1.79 -3.21 0.172
H 2.13 -0.99 -3.66 0.174
H 0.43 -0.54 -3.45 0.163
H 3.67 0.98 -2.00 0.178
H 3.63 -0.77 -2.06 0.175
C -3.76 -3.83 2.54 -0.082
C -3.25 -2.80 3.54 -0.263
C -2.45 -1.65 2.88 -0.298
S -0.90 -2.34 2.28 1.237
O -0.25 -1.06 1.45 -0.521
C 0.14 -2.39 3.77 -0.278
C 1.28 -3.39 3.62 -0.253
C 2.24 -3.05 2.49 -0.090
H -4.35 -4.58 3.07 0.101
H -2.96 -4.36 2.03 0.072
H -4.42 -3.37 1.80 0.093
H -2.67 -3.26 4.34 0.111
H -4.08 -2.29 4.03 0.141
H -2.22 -0.83 3.57 0.120
H -2.98 -1.29 2.00 0.112
H -0.58 -2.67 4.55 0.114
H 0.46 -1.36 3.96 0.128
H 0.86 -4.40 3.50 0.130
H 1.80 -3.39 4.57 0.142
H 1.75 -3.11 1.51 0.058
H 3.06 -3.76 2.46 0.103
H 2.67 -2.06 2.63 0.083
```

Values from the calculation:
E_tot: -2318.33959 Ha
Net charge: +3
Frontier orbital gap: 6.987 eV

No. 5
The following is a quantum chemistry calculation of C12H24AlN5O5PS as an isolated structure, from OMol25.

Structure (XYZ):
```
49
Properties=species:S:1:pos:R:3:lowdin_charge:R:1
Al 0.68 -0.33 0.39 -0.127
C 2.54 -1.41 5.23 0.019
C 1.37 -0.66 4.71 -0.295
N 0.32 -0.31 5.39 0.164
N -0.48 0.33 4.48 0.078
C 0.05 0.39 3.27 -0.639
S -0.54 1.08 1.82 0.871
N 1.24 -0.23 3.41 -0.056
N 2.08 -0.37 2.31 0.124
H 2.36 -1.65 6.27 0.099
H 3.45 -0.82 5.14 0.097
H 2.68 -2.34 4.68 0.094
H -1.39 0.68 4.76 0.178
H 2.82 0.34 2.34 0.145
H 2.48 -1.30 2.28 0.136
C -3.33 3.69 -1.91 -0.063
C -2.37 2.81 -1.17 -0.293
O -1.64 2.00 -2.13 -0.290
P -0.13 1.62 -1.80 0.913
O -0.40 0.03 -1.11 -0.394
C -1.33 -0.93 -1.79 -0.171
C -2.64 -0.99 -1.07 -0.042
O 0.34 1.15 -3.24 -0.289
C 1.66 1.54 -3.74 -0.263
C 1.57 1.63 -5.24 -0.068
H -3.93 4.26 -1.20 0.087
H -4.01 3.10 -2.53 0.086
H -2.80 4.40 -2.55 0.085
H -2.88 2.13 -0.49 0.105
H -1.65 3.40 -0.59 0.103
H -0.79 -1.87 -1.82 0.129
H -1.42 -0.55 -2.81 0.118
H -2.51 -1.27 -0.02 0.065
H -3.26 -1.76 -1.54 0.102
H -3.17 -0.05 -1.14 0.073
H 2.37 0.78 -3.41 0.103
H 1.94 2.49 -3.29 0.110
H 1.28 0.67 -5.67 0.084
H 2.54 1.90 -5.65 0.088
H 0.85 2.39 -5.55 0.084
C 0.30 -4.35 0.77 0.023
C -0.37 -3.02 1.01 -0.575
O -1.53 -2.91 1.34 0.098
O 0.44 -1.97 0.87 -0.042
H -0.44 -5.08 0.45 0.093
H 0.72 -4.69 1.72 0.094
H 1.10 -4.27 0.05 0.087
N 3.46 0.29 -0.80 0.088
C 2.39 0.05 -0.44 -0.215
```

Values from the calculation:
E_tot: -2103.60470 Ha
Net charge: +1
Frontier orbital gap: 10.234 eV

No. 6
The following is a quantum chemistry calculation of C12H24AuClI2N2OP2 as an isolated structure, from OMol25.

Structure (XYZ):
```
45
Properties=species:S:1:pos:R:3:lowdin_spin:R:1
I 0.14 -1.40 -3.00 0.501
I -0.04 2.71 -1.68 0.701
Au 0.07 0.13 -0.73 0.253
P -2.27 0.27 -0.13 0.155
C -3.25 -0.03 -1.61 0.031
C -2.92 -0.94 1.07 0.021
H -3.99 -0.73 1.22 0.006
H -3.89 1.81 0.68 0.002
H -2.38 -0.85 2.01 0.000
H -2.30 2.12 1.43 0.001
H -3.03 -1.02 -2.02 0.002
H -2.80 -1.97 0.68 0.000
C -2.82 1.88 0.50 0.013
H -4.31 0.04 -1.35 0.006
H -2.60 2.66 -0.23 0.006
H -3.01 0.71 -2.38 0.000
P 2.38 0.30 -0.21 0.143
C 3.37 0.09 -1.71 0.028
C 2.95 1.87 0.51 0.010
H 2.64 -0.82 1.93 0.000
H 4.12 -0.95 0.87 0.006
H 2.65 -1.97 0.55 0.000
C 3.01 -1.00 0.91 0.019
H 2.44 2.06 1.47 0.000
H 4.03 1.79 0.67 0.003
H 4.43 0.17 -1.44 0.005
H 3.11 0.88 -2.43 0.000
H 2.72 2.69 -0.18 0.003
H 3.16 -0.88 -2.18 0.003
Cl 0.09 0.53 1.72 -0.011
N -1.45 -7.04 2.79 0.000
C -1.39 -6.77 1.47 0.000
O -1.67 -7.62 0.63 0.000
C -0.93 -5.38 1.13 -0.001
C -0.47 -4.41 2.04 0.003
C -0.12 -3.12 1.56 0.004
N -0.10 -2.80 0.26 0.065
C -0.48 -3.76 -0.59 0.009
C -0.92 -5.04 -0.23 0.005
H -1.74 -7.97 3.06 0.000
H -1.33 -6.33 3.49 0.000
H -0.37 -4.59 3.11 0.000
H 0.16 -2.33 2.26 0.000
H -0.39 -3.42 -1.63 0.007
H -1.21 -5.72 -1.02 0.000
```

Values from the calculation:
E_tot: -2529.80524 Ha
Net charge: +2
Energy above the lowest of the compared OMol25 structures with the same formula, charge and spin: 13.1 kcal/mol
Multiplicity: 3
Frontier orbital gap (alpha / beta): 5.153 / 3.126 eV

No. 7
The following is a quantum chemistry calculation of C12H24CeO6 as an isolated structure, from OMol25.

Structure (XYZ):
```
43
Properties=species:S:1:pos:R:3:lowdin_spin:R:1
Ce -0.15 0.04 0.74 1.008
C -2.78 -1.68 1.45 0.000
C -2.05 -2.64 0.52 0.000
O -0.65 -2.23 0.52 -0.002
C 0.21 -2.91 -0.43 0.000
C 0.39 -2.04 -1.67 0.000
O 0.75 -0.67 -1.31 -0.002
C 2.17 -0.31 -1.40 0.000
C 2.93 -0.67 -0.12 0.000
O 2.18 -0.28 1.06 0.000
C 2.72 0.81 1.85 0.000
C 2.39 2.15 1.20 0.000
O 1.00 2.04 0.79 -0.001
C 0.38 3.21 0.19 0.000
C -0.60 2.69 -0.85 0.000
O -1.42 1.72 -0.15 -0.002
C -2.46 1.06 -0.90 0.000
C -3.33 0.37 0.16 0.000
O -2.44 -0.32 1.07 -0.002
H -2.44 -1.81 2.48 0.000
H -3.85 -1.84 1.42 0.000
H -2.44 -2.59 -0.50 0.000
H -2.13 -3.66 0.89 0.000
H -0.22 -3.87 -0.71 0.000
H 1.15 -3.10 0.08 0.000
H -0.53 -1.96 -2.24 0.000
H 1.15 -2.48 -2.32 0.000
H 2.18 0.76 -1.58 0.000
H 2.63 -0.81 -2.25 0.000
H 3.91 -0.17 -0.14 0.000
H 3.11 -1.74 -0.05 0.000
H 3.79 0.69 1.98 0.000
H 2.24 0.72 2.83 0.000
H 3.01 2.35 0.33 0.000
H 2.51 2.96 1.92 0.000
H 1.13 3.86 -0.27 0.000
H -0.15 3.77 0.96 0.000
H -0.07 2.19 -1.67 0.000
H -1.21 3.50 -1.25 0.000
H -2.01 0.33 -1.59 0.000
H -3.05 1.77 -1.47 0.000
H -4.03 -0.32 -0.31 0.000
H -3.89 1.11 0.72 0.000
```

Values from the calculation:
E_tot: -1397.20368 Ha
Net charge: +3
Multiplicity: 2
Frontier orbital gap (alpha / beta): 10.169 / 11.544 eV

No. 8
The following is a quantum chemistry calculation of a 6-piece molecular cluster, C12H24Cl12 overall, from OMol25.

Structure (XYZ):
```
48
Properties=species:S:1:pos:R:3:lowdin_charge:R:1
Cl -14.11 8.76 -19.89 0.582
C -13.85 7.91 -21.44 -0.654
C -13.99 6.42 -21.24 -0.666
Cl -13.65 5.60 -22.79 0.549
H -12.87 8.20 -21.82 0.049
H -14.59 8.27 -22.15 0.071
H -15.03 6.19 -21.00 0.069
H -13.36 6.02 -20.46 0.025
Cl -11.05 11.57 -17.32 0.565
C -11.73 11.53 -18.96 -0.704
C -12.92 12.43 -19.12 -0.646
Cl -12.49 14.14 -18.98 0.631
H -12.03 10.51 -19.20 -0.001
H -10.94 11.80 -19.66 0.060
H -13.68 12.21 -18.38 0.062
H -13.34 12.28 -20.12 0.076
Cl -10.66 6.13 -19.48 0.591
C -10.51 7.69 -18.68 -0.677
C -9.47 8.56 -19.32 -0.652
Cl -10.00 9.18 -20.90 0.578
H -10.25 7.56 -17.62 0.083
H -11.48 8.18 -18.69 0.027
H -8.54 7.99 -19.46 0.070
H -9.26 9.43 -18.70 0.054
Cl -12.61 19.96 -19.86 0.541
C -12.37 18.97 -18.41 -0.681
C -12.05 17.54 -18.74 -0.703
Cl -10.50 17.45 -19.67 0.525
H -13.29 19.03 -17.83 0.039
H -11.55 19.42 -17.86 0.067
H -12.81 17.09 -19.37 -0.008
H -11.86 16.95 -17.85 0.058
Cl -15.13 17.91 -21.83 0.539
C -15.86 16.30 -21.54 -0.661
C -14.84 15.33 -21.08 -0.774
Cl -13.70 14.85 -22.36 0.554
H -16.30 16.00 -22.49 0.067
H -16.61 16.43 -20.77 0.053
H -15.33 14.43 -20.72 -0.001
H -14.26 15.73 -20.25 -0.042
Cl -15.22 16.93 -18.10 0.680
C -16.08 15.89 -16.94 -0.620
C -15.74 14.46 -17.19 -0.641
Cl -16.54 13.80 -18.65 0.608
H -17.14 16.12 -17.00 0.075
H -15.71 16.15 -15.95 0.082
H -16.04 13.84 -16.35 0.079
H -14.67 14.37 -17.34 0.024
```

Values from the calculation:
E_tot: -5993.96687 Ha
Net charge: 0
Energy above the lowest of the compared OMol25 structures with the same formula, charge and spin: 2.0 kcal/mol
Structure (SMILES): ClCCCl.ClCCCl.ClCCCl.ClCCCl.ClCCCl.ClCCCl
Frontier orbital gap: 10.595 eV